This record from OMol25 describes C23H31N6NiO2Sb as an isolated structure. The level of theory is ωB97M-V/def2-TZVPD.

Structure (XYZ):
```
64
Properties=species:S:1:pos:R:3:forces:R:3
Ni 12.742951 9.896974 7.798453 -0.3660 -0.4742 -0.2283
C 15.865737 7.689169 7.750912 -1.5247 -0.6631 1.3564
C 15.575444 8.803115 6.817451 2.2211 0.9099 -0.3263
C 16.702111 9.310827 6.100853 -1.2108 -0.5081 -0.6860
C 16.468825 9.757306 4.780879 0.2717 -1.1128 1.7506
C 15.168378 9.932100 4.393475 -0.0207 -0.0938 0.5404
C 14.222030 9.967531 5.401650 -0.9349 -0.2258 0.2269
N 14.343296 9.297859 6.574705 1.3009 0.7193 -0.6306
Sb 12.908917 11.647321 5.196952 0.7165 0.8381 -0.4839
C 13.700808 12.457463 7.182515 -1.7327 -0.6012 1.2755
C 14.112957 13.773795 7.381386 -0.1320 -0.5611 0.0543
C 14.439526 14.244357 8.672285 -1.2533 -2.1676 -0.6395
C 14.364703 13.292374 9.676999 0.9290 0.8252 0.5405
C 14.015686 11.958586 9.480558 -0.9602 2.1415 -1.5262
C 14.066370 10.979533 10.546092 -1.2924 -0.3205 1.9042
N 13.501968 11.621161 8.279328 1.9476 0.5482 -0.6565
C 11.060810 10.744948 5.715609 -1.4743 0.2474 0.7972
C 9.920024 10.752704 4.911607 1.0798 -0.2930 -0.0358
C 8.685894 10.787112 5.572980 0.2854 -0.3633 -1.3086
C 8.590717 10.708354 6.929753 -1.1413 -0.3668 0.1921
C 9.732643 10.620994 7.662106 0.8218 0.2565 0.5030
C 9.715622 10.654873 9.134522 -1.2006 -0.8110 1.1783
N 10.893209 10.647470 7.057584 1.9163 0.4165 -0.1307
H 16.855707 7.692316 8.177694 0.4395 0.2883 -0.1602
H 15.773947 6.730838 7.202751 -0.0585 0.3959 0.2276
H 15.173311 7.661360 8.631998 0.3404 -0.0192 -0.7758
H 17.703353 9.182403 6.505434 -0.2283 -0.2087 -0.2255
H 17.265066 9.839337 4.087377 0.7374 0.3020 -0.4694
H 14.879768 10.045089 3.377655 -0.0916 0.7745 -0.6670
H 14.081762 14.428942 6.541259 0.2767 0.4407 -0.4683
H 14.590614 15.276289 8.877574 0.3963 0.5831 0.0702
H 14.626129 13.585001 10.684371 0.0573 0.0146 0.1048
H 14.946521 11.091487 11.185581 0.1964 -0.3371 -0.5213
H 13.970195 10.042989 10.019157 0.2713 -0.8642 0.6666
H 13.230593 11.086264 11.321556 0.7118 -0.1419 -1.2964
H 10.029139 10.637752 3.812950 -0.3688 0.6542 0.8383
H 7.860567 10.889361 4.910810 -0.9800 -0.1246 -0.0428
H 7.702060 10.603821 7.539831 -0.5087 0.4605 -0.6693
H 8.907460 11.348599 9.449885 0.7838 -0.0431 -0.0162
H 10.698981 10.947993 9.552043 -0.6552 -0.2496 -0.0651
H 9.331983 9.667838 9.535664 0.9279 0.8875 -0.2604
N 12.373666 7.880180 8.719639 0.2861 -0.3042 1.5291
N 12.072938 8.117854 7.358544 -0.7322 -0.5496 -0.2110
H 12.797134 6.957627 8.832851 -0.0044 0.3049 0.2252
H 11.512527 7.892879 9.306510 0.4106 0.1033 -0.6748
H 11.142788 7.769824 7.160422 -0.4884 -0.0061 -0.1872
H 12.800952 7.721546 6.794189 0.0380 -0.4065 -0.3627
O 9.508369 7.481688 8.091131 -0.1357 0.1287 1.9630
C 9.171473 7.070635 9.306321 1.2385 -0.0145 -2.0142
O 9.499903 7.512922 10.413415 -0.3771 -0.4054 -1.5839
C 8.303018 5.819882 9.157768 -0.2786 -0.9283 1.0372
N 8.350935 5.267724 7.756080 1.1567 0.6993 -0.3559
C 6.935798 4.863299 7.323654 2.1487 -0.2719 -1.6712
C 6.013128 5.621350 8.212915 -1.0207 -0.1690 0.1150
C 6.833071 6.151048 9.367985 0.4160 1.1592 0.9453
H 8.554641 5.081174 9.944392 0.4049 0.0897 -0.9241
H 9.058519 4.511548 7.653859 -0.8049 0.5341 0.0945
H 8.748276 6.120376 7.211174 -0.5003 -0.8574 0.9977
H 6.943249 3.789215 7.424797 -0.4677 -0.3089 0.1814
H 6.921374 5.079214 6.226633 -0.4345 -0.0822 0.9405
H 5.282160 4.937889 8.622570 -0.3206 -0.1734 -0.0979
H 5.443456 6.359141 7.649146 0.2446 0.2321 0.1993
H 6.595061 5.682891 10.324620 -0.5765 0.4048 -0.1683
H 6.815054 7.244946 9.472360 -0.6963 -0.3320 0.0864
```
Positions in Å, forces in eV/Å.

molecular weight: 604.0 g mol⁻¹
net charge: +2
DFT total energy: -84954.29905 eV
spin multiplicity: 3
frontier orbital gap (alpha / beta): 8.932 / 8.392 eV

---

This record from OMol25 describes C21H14ClIN4O2Ti as an isolated structure. The level of theory is ωB97M-V/def2-TZVPD.

Structure (XYZ):
```
44
Properties=species:S:1:pos:R:3:forces:R:3
Ti 0.225611 0.438881 -0.033187 -0.4529 -0.8402 -0.3609
O 2.713511 1.529921 3.018922 0.2607 0.0025 0.0510
C 1.812872 1.295187 2.236874 -0.6561 0.0628 -0.0689
N 1.713883 0.323770 1.300956 0.7301 0.4204 0.2267
C 2.906953 -0.414573 0.908443 -0.1587 0.1746 0.0500
C 2.998900 -0.411205 -0.609656 0.3211 0.1307 0.1745
C 4.178985 -0.677370 -1.292188 -0.1528 -0.0767 0.1690
C 4.183473 -0.598366 -2.670877 0.2569 -0.0778 -0.2030
C 3.026821 -0.256548 -3.354168 -0.2365 0.0610 0.0727
C 1.890558 -0.001937 -2.613460 0.0244 -0.1502 -0.1227
N 1.885249 -0.081823 -1.278302 0.1813 0.0615 0.1823
C 0.581166 2.241631 2.200396 0.9672 -0.4088 0.1785
C 0.494673 3.313489 3.055736 -0.2839 0.1720 0.0559
C -0.571535 4.192504 2.884910 0.2759 0.0892 0.3488
C -1.484032 3.982263 1.871358 -0.1628 -0.2971 -0.4196
C -1.312920 2.881077 1.040711 -0.1801 0.2144 0.3075
N -0.303306 2.031848 1.222739 -0.0282 0.2880 0.0614
H 2.869917 -1.453413 1.250846 -0.0403 -0.0468 0.0207
H 3.803622 0.028578 1.345154 0.0775 0.0230 -0.0275
H 5.072403 -0.931412 -0.737594 -0.0003 0.0038 -0.0270
H 5.095134 -0.797688 -3.221892 -0.0209 0.0106 0.0392
H 2.993258 -0.181527 -4.431094 0.0543 -0.0157 0.0015
H 0.940642 0.262538 -3.061404 0.0091 0.0141 -0.0639
H 1.254971 3.435881 3.814071 -0.0253 0.0271 -0.0061
H -0.678140 5.047363 3.541753 0.0038 -0.0192 -0.0216
H -2.316336 4.649563 1.699570 0.0191 0.0267 0.0493
H -1.979631 2.649436 0.220347 -0.0405 0.0498 -0.0241
Cl -5.028751 -3.764990 -1.227026 0.1007 0.0955 0.0090
C -3.859015 -2.463137 -1.284722 -0.2319 -0.1204 -0.1054
C -4.014089 -1.492832 -2.249625 0.0499 0.0106 0.0322
C -3.105186 -0.438030 -2.324958 -0.1684 -0.2220 0.0123
I -3.354809 1.009539 -3.783910 0.0748 0.1665 -0.0735
C -2.044908 -0.361615 -1.435236 0.5127 0.5115 0.0109
O -1.124858 0.619167 -1.420342 -0.8052 -0.3972 -0.3307
C -1.905233 -1.366851 -0.458391 0.2138 -0.1577 0.3374
N -0.806616 -1.224023 0.404501 -0.4807 0.0342 -0.2889
C -0.642543 -2.175674 1.397442 0.0729 0.5069 -0.4485
C -1.498893 -3.232961 1.529881 -0.2333 -0.2589 0.0069
C -2.589393 -3.407790 0.674908 0.1213 0.1925 -0.0533
C -2.806469 -2.440040 -0.355275 0.0349 -0.2435 0.2307
H -4.839907 -1.552411 -2.944257 0.0056 -0.0098 0.0142
H 0.198681 -2.022075 2.057320 0.0262 0.0000 0.0292
H -1.311844 -3.941083 2.327652 -0.0380 -0.0104 -0.0289
H -3.262870 -4.243261 0.783076 0.0028 0.0025 0.0030
```
Positions in Å, forces in eV/Å.

molecular weight: 564.6 g mol⁻¹
net charge: 0
DFT total energy: -75800.99574 eV
spin multiplicity: 3
frontier orbital gap (alpha / beta): 4.783 / 6.948 eV
ΔE to the lowest compared entry with this formula, charge and spin: 22.39 kJ/mol